# C37H35GdO3P2S

A molecular structure, C37H35GdO3P2S in a non-equilibrium geometry (the ωB97M-V functional and the def2-TZVPD basis, OMol25).

Geometry as XYZ:
```
79
C37H35GdO3P2S, DFT the ωB97M-V functional and the def2-TZVPD basis
C 1.39 -0.34 -2.32
C 0.73 0.81 -1.85
C 1.39 2.04 -1.75
C 2.70 2.14 -2.21
C 3.34 1.02 -2.72
C 2.71 -0.22 -2.75
P -0.94 0.66 -1.23
C -1.66 2.34 -1.30
C -1.80 3.16 -0.15
C -2.34 4.43 -0.32
C -2.66 4.92 -1.59
C -2.49 4.10 -2.72
C -2.01 2.81 -2.57
Gd -1.68 0.27 1.33
P 0.86 -0.80 1.44
C 2.21 0.41 1.33
C 3.46 0.08 0.77
C 4.46 1.05 0.72
C 4.22 2.35 1.16
C 2.96 2.69 1.67
C 1.96 1.73 1.77
C 0.65 -1.16 3.22
C -0.44 -1.96 3.63
C -0.62 -2.21 4.99
C 0.26 -1.69 5.94
C 1.33 -0.89 5.52
C 1.53 -0.63 4.17
C 1.32 -2.39 0.68
C 0.47 -3.00 -0.26
C 0.81 -4.24 -0.78
C 1.98 -4.89 -0.36
C 2.80 -4.30 0.61
C 2.47 -3.05 1.15
C -1.87 -0.43 -2.35
C -1.47 -0.52 -3.69
C -2.19 -1.33 -4.56
C -3.29 -2.05 -4.10
C -3.68 -1.97 -2.76
C -2.99 -1.14 -1.88
H -1.13 -2.39 2.89
H -1.46 -2.84 5.31
H 0.13 -1.91 7.00
H 2.03 -0.48 6.26
H 2.36 -0.01 3.84
H 3.63 -0.93 0.40
H 5.44 0.77 0.31
H 5.01 3.09 1.12
H 2.77 3.71 2.01
H 0.98 2.00 2.19
H -0.46 -2.50 -0.57
H 0.17 -4.71 -1.54
H 2.24 -5.86 -0.77
H 3.70 -4.80 0.97
H 3.09 -2.58 1.92
H -0.59 0.05 -4.02
H -1.87 -1.37 -5.60
H -3.85 -2.67 -4.79
H -4.54 -2.53 -2.40
H -3.34 -1.04 -0.84
H -1.46 2.84 0.85
H -2.50 5.06 0.56
H -3.04 5.93 -1.71
H -2.72 4.47 -3.72
H -1.89 2.14 -3.42
H 0.86 2.91 -1.36
H 3.21 3.11 -2.16
H 4.35 1.11 -3.10
H 3.23 -1.10 -3.14
H 0.87 -1.29 -2.36
H 5.65 -0.08 -3.44
H 5.36 -0.74 -3.66
C -5.56 1.19 2.61
S -4.55 0.02 1.73
O -5.38 -1.02 1.19
O -3.82 0.83 0.66
O -3.40 -0.44 2.63
H -6.59 1.02 2.24
H -5.24 2.21 2.36
H -5.55 1.03 3.70
```

Results
Charge: +2
Multiplicity: 8
HOMO-LUMO gap (alpha / beta) in Ha: 0.281 / 0.196
HOMO energy (alpha / beta) in eV: -14.052 / -13.948